(1)
9
Properties=species:S:1:pos:R:3:nbo_charge:R:1 method="wB97M-V/def2-TZVPD" e_lumo_ev=4.6 total_charge=-1 e_above_lowest_kcal_mol=141.2
C -0.927 0.900 -0.459 0.313
N 0.755 -0.967 0.641 -0.105
O 1.625 -1.405 -0.593 -0.761
O -0.454 1.271 -1.498 -0.685
O 0.563 0.377 0.827 -0.651
H -1.339 1.572 0.359 0.055
H -1.433 -0.085 -0.199 0.084
H 1.446 -1.328 1.219 0.293
H 1.442 -0.866 -1.368 0.457

(2)
9
Properties=species:S:1:pos:R:3:nbo_charge:R:1 method="wB97M-V/def2-TZVPD" e_lumo_ev=4.4 total_charge=-1 e_above_lowest_kcal_mol=14.1
N 0.160 -0.302 -1.092 -0.995
C 1.149 -0.548 0.058 0.898
O 0.851 0.020 1.134 -0.806
O 1.886 -1.494 -0.261 -0.774
H -0.828 -0.186 -0.790 0.342
H 0.451 -0.846 -1.881 0.371
H -1.621 1.026 0.283 0.443
H -0.603 0.955 1.373 0.508
O -1.445 1.374 1.174 -0.985

(3)
10
Properties=species:S:1:pos:R:3:nbo_charge:R:1 method="wB97M-V/def2-TZVPD" e_lumo_ev=4.1 total_charge=-1 e_above_lowest_kcal_mol=8.5
C 1.005 0.346 0.170 0.074
N -0.104 0.803 -0.786 -0.884
O -1.504 -1.319 -0.139 -1.081
O -1.919 0.861 0.920 -1.051
O 1.140 -1.092 0.326 -0.814
S -1.749 0.133 -0.340 1.600
H 0.739 0.842 1.206 0.158
H 1.976 0.616 -0.183 0.152
H 0.164 0.408 -1.628 0.328
H 0.252 -1.597 0.455 0.518

(4)
8
Properties=species:S:1:pos:R:3:nbo_charge:R:1 method="wB97M-V/def2-TZVPD" e_lumo_ev=-0.1 smiles="O=NCP" e_above_lowest_kcal_mol=85.1
O 2.717 0.030 -0.499 -0.304
N 2.039 0.487 0.406 0.109
C 0.822 -0.097 0.634 -0.565
P -0.460 1.127 0.035 0.318
H 0.681 -0.225 1.657 0.234
H 0.656 -1.111 0.177 0.220
H -0.108 0.861 -1.297 -0.017
H 0.405 2.238 0.380 0.005

(5)
9
Properties=species:S:1:pos:R:3:nbo_charge:R:1 method="wB97M-V/def2-TZVPD" e_lumo_ev="-0.7 / -1.3" e_above_lowest_kcal_mol=62.0
C -1.379 -0.250 -0.928 0.243
N 1.242 0.744 0.675 -1.010
O -0.299 -0.448 -1.459 -0.619
P 1.344 -0.605 -0.304 0.876
S 0.503 0.929 2.169 -0.117
H -1.688 0.692 -0.679 0.140
H -2.112 -1.172 -0.612 0.128
H 1.690 1.603 0.546 0.418
H 0.698 -1.494 0.592 -0.058

(6)
8
Properties=species:S:1:pos:R:3:nbo_charge:R:1 method="wB97M-V/def2-TZVPD" e_lumo_ev=4.3 total_charge=-1 e_above_lowest_kcal_mol=2.6
C 0.151 -1.271 -0.369 0.513
N -0.300 -0.097 -0.825 -0.868
O 0.260 -2.302 -1.032 -0.702
H 0.403 -1.223 0.701 0.120
H -0.233 0.724 -0.110 0.425
H -0.614 -0.096 -1.781 0.372
S 0.024 1.476 1.691 -0.961
H 0.307 2.789 1.726 0.101

(7)
9
Properties=species:S:1:pos:R:3:nbo_charge:R:1 method="wB97M-V/def2-TZVPD" e_lumo_ev=0.2 smiles=N#CP(P)#[PH2] e_above_lowest_kcal_mol=6.6
N 1.183 -2.570 -2.238 -0.324
C 0.660 -1.681 -1.727 -0.058
P -0.196 -0.382 -0.773 0.238
P 1.577 0.944 -0.674 0.047
P -0.274 -1.604 1.019 0.064
H 1.984 0.575 -1.930 0.009
H 0.741 2.073 -1.315 0.016
H 0.832 -2.426 0.740 0.015
H 0.541 -0.705 1.680 -0.007

(8)
8
Properties=species:S:1:pos:R:3:nbo_charge:R:1 method="wB97M-V/def2-TZVPD" e_lumo_ev=-5.3 total_charge=+1 smiles=[NH3+]C1SS1 e_above_lowest_kcal_mol=7.8
N -0.018 0.641 0.523 -0.733
C 0.056 -0.160 -0.721 -0.344
S 0.789 -1.863 -0.136 0.121
S -1.209 -1.401 -0.882 0.270
H 0.706 0.198 1.164 0.480
H -0.830 0.549 1.120 0.453
H -0.111 1.638 0.486 0.455
H 0.618 0.397 -1.554 0.297

(9)
19
Properties=species:S:1:pos:R:3:nbo_charge:R:1 method="wB97M-V/def2-TZVPD" e_lumo_ev="-11.0 / -11.3" total_charge=+3 spin_multiplicity=2
Na 2.199 2.903 0.565 0.868
Na 0.321 -0.947 3.229 0.723
Na 2.680 -0.816 1.286 0.870
Na -2.948 0.759 -1.530 0.962
Na -0.652 2.844 -1.164 0.906
Na -1.407 2.393 1.710 0.613
Na -2.273 -1.633 0.913 0.964
Na 1.740 0.319 -2.267 0.988
O 1.542 2.741 -2.207 -1.299
H 1.877 3.283 -1.466 0.357
O -3.773 -1.297 -1.035 -1.261
H -2.891 -1.679 -0.860 0.328
C -0.086 0.129 0.206 0.914
O -1.197 0.546 0.092 -0.930
O 0.109 -1.064 0.628 -0.985
O 0.922 0.871 0.041 -1.017
O 1.313 -3.420 0.376 -0.912
H 1.018 -2.533 0.170 0.468
H 1.504 -3.397 1.314 0.442

(10)
6
Properties=species:S:1:pos:R:3:nbo_charge:R:1 method="wB97M-V/def2-TZVPD" e_lumo_ev=0.9 smiles=CO e_above_lowest_kcal_mol=9.6
C -0.165 0.308 -0.059 -0.239
O -0.176 -1.000 0.449 -0.707
H 0.359 0.291 -0.945 0.158
H 0.343 1.110 0.566 0.149
H -1.163 0.665 -0.260 0.178
H 0.801 -1.374 0.249 0.462

(11)
6
Properties=species:S:1:pos:R:3:nbo_charge:R:1 method="wB97M-V/def2-TZVPD" e_lumo_ev=1.0 smiles=CO e_above_lowest_kcal_mol=0.5
C 0.105 0.275 0.197 -0.246
O -0.837 -0.545 -0.454 -0.715
H 0.756 -0.302 0.860 0.160
H 0.791 0.809 -0.477 0.155
H -0.441 1.049 0.728 0.183
H -0.374 -1.285 -0.854 0.463

(12)
9
Properties=species:S:1:pos:R:3:nbo_charge:R:1 method="wB97M-V/def2-TZVPD" e_lumo_ev=3.9 total_charge=-1 e_above_lowest_kcal_mol=107.7
C 0.458 0.730 0.215 -1.090
O 1.126 1.369 -2.396 -1.075
O 0.134 -1.745 -1.598 -1.089
P -0.033 0.985 -1.585 1.312
S -0.888 -2.412 -0.650 0.243
H -0.011 1.546 0.763 0.207
H 1.628 0.685 0.367 0.220
H 0.204 -0.357 0.435 0.280
H -1.951 -2.343 -1.277 -0.009

(13)
9
Properties=species:S:1:pos:R:3:nbo_charge:R:1 method="wB97M-V/def2-TZVPD" e_lumo_ev=3.8 total_charge=-1 e_above_lowest_kcal_mol=58.5
C 1.976 -0.743 1.293 -0.860
O -0.375 -1.214 0.034 -1.207
O -2.346 0.667 -1.168 -1.003
P 0.584 -1.861 0.989 1.069
S 0.723 -0.637 2.781 -0.412
H 2.057 0.225 0.702 0.218
H 2.892 -1.105 1.721 0.203
H -3.299 0.542 -1.324 0.454
H -1.909 -0.022 -0.576 0.537

(14)
9
Properties=species:S:1:pos:R:3:nbo_charge:R:1 method="wB97M-V/def2-TZVPD" e_lumo_ev="-1.1 / -1.4" e_above_lowest_kcal_mol=59.1
C 0.854 0.734 -0.252 -0.805
O -1.652 -1.953 0.842 -0.884
O 0.501 -1.454 1.978 -0.836
S 1.110 1.315 1.404 0.097
S -0.008 -2.054 0.772 1.290
H 1.788 0.737 -0.818 0.223
H 0.069 1.298 -0.763 0.228
H 0.506 -0.341 -0.198 0.180
H -1.935 -1.408 1.583 0.507

(15)
9
Properties=species:S:1:pos:R:3:nbo_charge:R:1 method="wB97M-V/def2-TZVPD" e_lumo_ev=0.2 e_above_lowest_kcal_mol=37.7
C -0.142 0.490 -1.139 0.646
O 0.475 1.680 -1.289 -0.662
O 0.485 -0.520 -1.004 -0.612
S 0.679 -0.812 1.968 0.175
S -0.919 0.304 1.987 -0.537
H -1.187 0.430 -0.810 0.149
H -0.205 2.405 -1.076 0.500
H 0.826 -0.918 0.493 0.231
H 0.407 -2.247 1.781 0.109

(16)
10
Properties=species:S:1:pos:R:3:nbo_charge:R:1 method="wB97M-V/def2-TZVPD" e_lumo_ev=-1.2 e_above_lowest_kcal_mol=54.2
C -0.063 -0.948 0.011 -0.788
O 0.254 2.008 0.354 -0.999
O 2.585 -1.079 0.700 -0.822
S 1.943 1.445 -0.157 0.239
S 3.452 -0.430 -0.671 0.064
S 1.278 -0.205 1.062 1.036
H -0.613 -1.547 0.722 0.235
H -0.500 0.042 -0.221 0.280
H 0.382 -1.392 -0.904 0.268
H 0.113 2.936 0.082 0.486

(17)
9
Properties=species:S:1:pos:R:3:nbo_charge:R:1 method="wB97M-V/def2-TZVPD" e_lumo_ev=-1.3 e_above_lowest_kcal_mol=93.2
C -0.751 -0.563 -1.110 -1.062
O -2.963 -1.651 -1.906 -0.847
O -1.451 -3.134 -0.615 -0.834
Si 0.297 -0.233 0.357 0.886
S -1.856 -1.803 -1.031 2.052
H -1.587 0.871 -1.098 0.272
H -0.579 0.305 1.387 -0.166
H 1.184 0.813 -0.270 -0.145
H 0.968 -1.323 0.965 -0.157

(18)
8
Properties=species:S:1:pos:R:3:nbo_charge:R:1 method="wB97M-V/def2-TZVPD" e_lumo_ev=0.7 smiles="O=CO.O" e_above_lowest_kcal_mol=7.9
O 1.306 -0.213 2.017 -0.587
C 1.150 0.117 0.873 0.638
O 1.621 1.241 0.341 -0.669
H 0.651 -0.532 0.148 0.124
H 2.057 1.725 1.060 0.493
O -1.892 -0.845 -1.647 -0.930
H -2.125 -0.712 -0.735 0.463
H -2.768 -0.780 -2.057 0.468

(19)
8
Properties=species:S:1:pos:R:3:nbo_charge:R:1 method="wB97M-V/def2-TZVPD" e_lumo_ev=0.7 smiles="O=CO.O" e_above_lowest_kcal_mol=11.4
O -0.602 -1.191 -1.166 -0.561
C -0.137 -1.027 -0.079 0.659
O 1.001 -1.626 0.338 -0.700
H -0.544 -0.442 0.745 0.104
H 1.139 -2.461 -0.138 0.495
O -0.037 2.019 -0.111 -0.933
H -0.789 1.747 0.424 0.462
H -0.031 2.981 -0.014 0.472

(20)
9
Properties=species:S:1:pos:R:3:nbo_charge:R:1 method="wB97M-V/def2-TZVPD" e_lumo_ev=0.3 smiles="CS(=O)(=O)O" e_above_lowest_kcal_mol=48.5
C -0.069 -0.970 0.596 -0.864
S -0.396 0.455 -0.421 2.212
O -0.395 0.263 -1.869 -0.896
O -1.682 1.033 0.033 -0.856
O 1.257 1.114 -0.169 -0.845
H -0.056 -0.676 1.607 0.259
H 0.899 -1.401 0.494 0.259
H -0.818 -1.728 0.257 0.263
H 1.259 1.909 -0.528 0.468

no.,calculated total energy (eV)
1,-8730.8208
2,-8736.3295
3,-19570.3615
4,-13924.8446
5,-24759.8061
6,-15476.3826
7,-30456.5095
8,-24253.6542
9,-48696.3320
10,-3148.3959
11,-3148.7908
12,-25320.6197
13,-25322.7492
14,-26864.5824
15,-26865.5113
16,-37698.6754
17,-23904.3127
18,-7244.3080
19,-7244.1559
20,-18077.7430